1.
{"formula": "C19H55O9S8", "method": "ωB97M-V with the def2-TZVPD basis set", "symbols": ["S", "S", "S", "S", "S", "S", "S", "S", "O", "O", "O", "O", "O", "O", "O", "O", "O", "C", "C", "C", "C", "C", "C", "C", "C", "C", "C", "C", "C", "C", "C", "C", "C", "C", "C", "C", "H", "H", "H", "H", "H", "H", "H", "H", "H", "H", "H", "H", "H", "H", "H", "H", "H", "H", "H", "H", "H", "H", "H", "H", "H", "H", "H", "H", "H", "H", "H", "H", "H", "H", "H", "H", "H", "H", "H", "H", "H", "H", "H", "H", "H", "H", "H", "H", "H", "H", "H", "H", "H", "H", "H"], "xyz": [[-1.856, -1.775, -6.829], [5.870, -3.108, 0.873], [2.836, 6.389, 2.944], [5.001, 1.212, -4.455], [1.042, 0.481, 6.433], [0.227, -7.675, 2.327], [-7.582, -1.833, 0.820], [-1.558, 5.724, -2.003], [1.962, 0.963, 7.566], [-8.658, -1.118, -0.028], [5.374, 2.000, -5.683], [-2.511, -0.380, -6.948], [-0.137, -9.162, 2.262], [0.462, 0.273, 0.292], [-0.335, 6.567, -2.429], [7.043, -2.144, 0.946], [1.860, 6.893, 3.985], [2.762, 7.536, 1.472], [4.794, 2.477, -3.060], [4.587, -2.530, 2.050], [-6.089, -1.746, -0.385], [-2.986, 6.556, -2.797], [4.759, -2.582, -0.514], [-0.917, -1.334, 1.471], [1.886, -7.638, 3.185], [0.602, -6.919, 0.657], [-1.624, 1.061, 1.274], [-1.451, 4.143, -3.100], [-6.856, -0.526, 1.880], [1.900, 4.966, 2.239], [-1.952, -2.225, -5.015], [-0.787, -0.047, 0.686], [-0.509, 1.533, 6.425], [3.317, 0.514, -4.688], [0.403, -1.162, 6.784], [-3.127, -2.849, -7.713], [-2.608, 0.684, 1.554], [-0.401, -1.295, 2.430], [1.712, -7.766, 4.253], [-3.909, 5.980, -2.740], [3.315, -0.285, -5.430], [2.652, 1.336, -4.955], [3.337, 8.455, 1.581], [-1.846, -1.358, -4.363], [2.160, 4.845, 1.188], [-6.105, -2.383, -1.270], [-1.126, -2.903, -4.801], [-0.474, -2.160, 0.916], [-0.294, -0.992, 7.605], [-3.347, 7.494, -2.375], [5.791, 2.803, -2.765], [-1.970, -1.597, 1.579], [-0.264, -1.500, 5.992], [-1.401, 4.263, -4.183], [-0.302, 2.298, 5.677], [-1.253, -0.261, -0.276], [-0.549, 3.570, -2.887], [1.777, 7.861, 1.137], [-2.361, 3.583, -2.884], [-0.710, 1.873, 7.441], [3.878, -3.202, -0.682], [2.910, 0.033, -3.798], [-6.368, 0.276, 1.325], [-1.277, 1.472, 2.222], [-6.101, -0.989, 2.516], [4.299, -1.493, 1.872], [4.572, 1.934, -2.141], [2.253, 4.036, 2.685], [2.290, -6.630, 3.093], [-3.137, -2.522, -8.752], [-4.121, -2.877, -7.267], [1.175, -1.903, 6.990], [1.165, -7.642, 0.068], [-1.396, 0.950, 6.174], [-5.942, -0.756, -0.815], [4.386, -1.572, -0.342], [0.828, 5.161, 2.275], [3.629, -3.050, 2.067], [-0.395, -6.815, 0.229], [-2.677, -3.838, -7.811], [-2.900, 6.619, -3.882], [-5.176, -1.973, 0.166], [-2.914, -2.661, -4.747], [-1.933, 1.839, 0.576], [1.149, -5.979, 0.736], [3.300, 7.113, 0.624], [5.193, -2.661, -1.510], [-7.781, -0.265, 2.394], [4.014, 3.211, -3.264], [5.012, -2.560, 3.053], [2.487, -8.332, 2.597]], "atomic_forces_ev_per_a": [[-2.23, 2.21, -0.08], [-0.53, 1.49, -0.48], [-1.90, 0.38, -0.20], [0.65, 0.58, 0.34], [1.63, 1.34, -0.18], [-0.18, -0.78, 1.03], [0.79, 2.43, -3.81], [2.11, 0.56, -2.38], [-1.79, -0.94, -1.09], [1.07, -1.28, 1.75], [-0.66, -0.50, 0.67], [1.23, -1.93, 0.28], [0.76, 1.98, -0.64], [1.03, 0.37, 0.96], [-1.89, -1.16, 0.93], [-1.58, -1.07, -0.08], [1.06, 0.06, -0.57], [0.43, 0.09, -0.38], [-0.26, -1.70, -0.03], [0.21, 0.49, 0.87], [0.23, -0.42, 0.50], [-1.23, -0.82, -0.73], [-0.04, -0.09, -0.82], [-0.01, -0.61, 0.15], [-0.92, 0.92, -1.37], [0.07, -1.41, 0.62], [-1.40, 0.26, 0.81], [-0.67, 0.65, 0.36], [-0.44, -0.97, -0.12], [0.99, 0.28, -1.07], [-0.36, -0.42, -0.50], [0.98, 0.19, -1.81], [0.38, -1.22, 0.52], [-0.27, 0.66, 0.44], [-1.42, 0.48, 0.73], [1.33, -0.42, 0.44], [-0.43, -0.55, 0.13], [-0.06, 0.14, 0.31], [0.06, -0.78, -0.31], [0.11, -0.79, 0.53], [0.45, 0.42, -0.33], [-0.05, -0.13, -0.26], [0.01, 0.01, 1.02], [0.19, 0.38, -0.63], [0.08, 0.16, -0.16], [-0.64, -0.50, 0.39], [-0.14, -0.15, -0.07], [0.24, 0.06, -0.17], [0.30, -0.54, 0.60], [1.05, 0.20, 0.26], [0.03, 0.63, -0.99], [-0.26, -0.05, 0.42], [0.41, 0.14, -0.48], [-0.22, 0.94, 0.03], [-0.17, 0.07, 0.37], [-1.48, -0.50, -0.62], [-0.15, 0.23, 0.81], [-0.26, -0.52, 0.34], [0.17, -0.23, 0.19], [0.47, 0.41, -0.06], [-0.10, -0.39, 0.92], [0.36, 0.28, 0.43], [-0.52, -0.03, -0.16], [0.62, 0.31, -0.09], [-0.24, -0.02, 0.28], [0.41, 0.11, -0.32], [-0.76, -0.39, -0.13], [-0.41, 0.21, 0.50], [0.04, 0.09, -0.24], [-0.11, 0.66, 0.26], [0.24, 0.22, 0.10], [0.03, 0.42, 0.05], [0.07, 0.03, -0.03], [0.20, -0.17, -0.50], [-0.64, 0.35, 0.54], [0.30, 0.03, 0.05], [0.18, -0.02, 0.49], [0.30, -0.59, -0.39], [0.17, 0.26, -0.04], [-0.19, -0.32, 0.46], [0.77, 0.39, 0.05], [-0.01, -0.15, 0.17], [0.04, -0.21, -0.24], [0.82, 0.31, -0.15], [-0.26, -0.02, 0.23], [-0.24, -0.71, 0.00], [0.83, 0.27, 0.25], [0.47, 0.62, 0.44], [0.44, 0.14, -0.11], [0.11, -0.17, -0.02], [0.19, -0.25, 0.74]], "mulliken_charge": [0.47, 0.46, 0.49, 0.49, 0.55, 0.48, 0.45, 0.52, -0.66, -0.61, -0.63, -0.62, -0.62, -0.91, -0.63, -0.60, -0.63, -0.96, -0.87, -0.94, -0.90, -0.97, -0.89, -0.97, -0.77, -0.80, -1.03, -0.94, -0.84, -0.83, -0.81, 0.73, -0.89, -0.85, -0.91, -0.91, 0.24, 0.17, 0.31, 0.35, 0.30, 0.29, 0.34, 0.32, 0.31, 0.34, 0.30, 0.24, 0.31, 0.33, 0.33, 0.25, 0.34, 0.36, 0.29, -0.14, 0.32, 0.32, 0.33, 0.34, 0.35, 0.34, 0.29, 0.23, 0.35, 0.36, 0.32, 0.34, 0.24, 0.32, 0.31, 0.32, 0.31, 0.32, 0.32, 0.27, 0.28, 0.33, 0.28, 0.34, 0.32, 0.29, 0.28, 0.23, 0.28, 0.34, 0.34, 0.31, 0.29, 0.33, 0.29], "orbital_gap_ha": 0.1813, "total_charge": -1, "e_above_lowest_ev": 5.2708}

***

2.
{"formula": "C5H10N4", "method": "ωB97M-V with the def2-TZVPD basis set", "symbols": ["N", "N", "N", "N", "C", "C", "C", "C", "C", "H", "H", "H", "H", "H", "H", "H", "H", "H", "H"], "xyz": [[-1.335, -0.222, -0.806], [1.158, -1.463, 0.586], [2.510, 0.302, 1.141], [-1.012, -1.576, -0.466], [-1.736, 0.574, 0.235], [0.038, -2.033, 0.077], [-0.348, 0.441, -1.729], [1.420, -0.132, 0.615], [-2.287, 1.186, 1.192], [-0.183, -0.207, -2.590], [0.586, 0.583, -1.166], [-2.189, -0.360, -1.399], [1.850, -2.119, 0.966], [-0.728, 1.406, -2.067], [3.230, -0.282, 1.575], [0.001, -3.119, 0.145], [-1.838, 2.022, 1.742], [2.716, 1.295, 1.136], [-3.296, 0.991, 1.592]], "atomic_forces_ev_per_a": [[0.25, -0.03, 0.13], [1.07, -0.74, 0.55], [0.66, -0.34, 0.35], [-1.72, -1.14, -0.57], [0.53, 0.14, 0.70], [1.01, 0.39, 0.50], [1.27, 0.96, -1.26], [-1.72, 1.17, -0.24], [-0.21, 0.26, 0.28], [-0.39, -0.22, 0.14], [-0.59, -0.13, -0.01], [0.13, 0.13, 0.12], [-0.26, -0.07, -0.18], [-0.22, -0.02, 0.09], [-0.09, 0.06, -0.09], [0.05, 0.07, 0.03], [0.39, -0.05, -0.15], [-0.09, -0.14, 0.00], [-0.06, -0.30, -0.38]], "mulliken_charge": [0.46, -0.07, -0.25, -0.73, 0.71, 0.08, -0.77, -0.15, -0.70, 0.37, 0.34, 0.48, 0.30, 0.40, 0.23, 0.41, 0.32, 0.27, 0.32], "orbital_gap_ha": [0.2190, 0.2198], "total_charge": 2, "e_above_lowest_ev": 6.7777}

***

3.
{"formula": "C18H19F3N6O8PtS2", "method": "ωB97M-V with the def2-TZVPD basis set", "symbols": ["Pt", "S", "S", "F", "F", "F", "O", "O", "O", "O", "O", "O", "O", "O", "N", "N", "N", "N", "N", "N", "C", "C", "C", "C", "C", "C", "C", "C", "C", "C", "C", "C", "C", "C", "C", "C", "C", "C", "H", "H", "H", "H", "H", "H", "H", "H", "H", "H", "H", "H", "H", "H", "H", "H", "H", "H", "H"], "xyz": [[-0.517, 0.671, -0.951], [-4.191, -3.777, 0.666], [-2.748, 1.140, -0.882], [-5.644, -2.317, 2.336], [-6.330, -2.267, 0.284], [-6.690, -4.018, 1.503], [-4.595, -4.699, -0.374], [1.970, 1.422, -2.871], [-0.421, 4.029, 1.463], [-0.142, 2.138, 0.378], [-3.414, -2.640, 0.239], [1.388, -0.733, 1.085], [5.659, 0.468, -0.496], [-3.687, -4.423, 1.876], [-0.720, -1.050, -2.166], [3.765, 0.929, -1.621], [-0.753, -3.334, -1.266], [1.576, 0.346, -0.890], [-0.595, -2.925, 1.042], [-1.163, -5.015, 0.242], [-2.692, 2.887, -1.099], [-3.721, 4.841, -2.117], [-3.656, 3.472, -1.931], [-5.793, -3.050, 1.224], [2.089, -0.163, 0.256], [4.439, 0.463, -0.541], [-1.874, 5.113, -0.627], [4.019, -2.471, 0.048], [3.577, -0.020, 0.603], [3.675, 1.024, 1.742], [-1.793, 3.737, -0.433], [3.213, 2.427, 1.362], [2.364, 0.925, -1.837], [-2.820, 5.675, -1.469], [-0.865, -3.701, -0.005], [-0.738, 3.272, 0.549], [-0.695, -2.095, -1.636], [4.116, -1.369, 1.096], [5.156, -1.219, 1.393], [4.611, -2.227, -0.838], [4.391, -3.418, 0.444], [-1.179, 5.735, -0.077], [4.302, 1.305, -2.387], [4.716, 1.035, 2.078], [2.169, 2.442, 1.041], [-0.457, -1.923, 0.921], [3.538, -1.644, 1.978], [-1.606, -5.428, -0.567], [-4.473, 5.257, -2.780], [3.060, 0.641, 2.559], [-4.347, 2.814, -2.445], [3.296, 3.094, 2.221], [3.827, 2.846, 0.560], [-2.858, 6.748, -1.613], [2.984, -2.628, -0.260], [-0.971, -3.206, 1.933], [-1.752, -5.135, 1.060]], "atomic_forces_ev_per_a": [[0.30, -0.15, -0.03], [0.16, -0.25, 0.08], [0.01, -0.04, -0.20], [-0.01, 0.04, -0.01], [-0.04, 0.02, -0.03], [0.00, 0.02, 0.03], [-0.04, 0.01, 0.00], [-0.02, 0.02, -0.02], [-0.02, 0.02, 0.00], [-0.12, -0.10, -0.17], [-0.21, 0.09, -0.01], [0.01, 0.03, -0.10], [0.00, 0.03, 0.00], [-0.01, 0.01, -0.04], [0.12, 0.18, 0.92], [-0.03, -0.08, -0.04], [0.16, -0.05, -0.03], [-0.11, 0.20, -0.05], [-0.15, 0.22, 0.17], [-0.22, 0.13, -0.10], [0.02, 0.03, 0.14], [-0.03, -0.02, -0.03], [0.00, 0.01, 0.01], [0.08, -0.09, 0.03], [-0.07, -0.14, 0.19], [0.00, 0.01, 0.04], [-0.03, 0.01, -0.01], [-0.01, -0.01, 0.01], [0.03, 0.02, -0.02], [0.00, -0.03, 0.00], [-0.06, -0.06, -0.03], [0.00, 0.02, -0.01], [0.03, -0.03, 0.03], [0.03, 0.04, 0.03], [0.21, 0.10, -0.14], [0.13, 0.03, -0.08], [-0.28, -0.05, -0.48], [-0.02, 0.00, -0.01], [0.00, 0.00, 0.00], [0.00, 0.00, -0.01], [0.01, 0.00, 0.00], [0.00, -0.01, 0.00], [0.01, 0.01, 0.00], [0.00, 0.02, -0.02], [0.00, -0.03, 0.03], [0.17, -0.14, -0.09], [0.00, 0.00, 0.00], [0.00, -0.01, 0.00], [0.00, -0.01, 0.00], [0.00, 0.00, 0.00], [-0.01, 0.01, 0.00], [-0.01, 0.00, 0.00], [0.02, 0.00, 0.00], [0.00, -0.01, 0.00], [0.00, 0.00, 0.00], [-0.03, 0.01, 0.00], [0.02, -0.01, 0.05]], "mulliken_charge": [1.09, 1.31, -0.46, -0.23, -0.23, -0.25, -0.71, -0.70, -0.75, -0.66, -0.55, -0.76, -0.70, -0.77, -0.73, 0.08, -0.75, -0.18, -0.18, -0.57, 0.42, -0.39, -0.70, 0.49, -0.09, -0.03, -0.58, -1.15, 2.59, -1.37, 0.15, -1.06, 0.13, -0.53, 0.63, 0.65, 0.86, -1.42, 0.44, 0.27, 0.47, 0.40, 0.26, 0.39, 0.10, 0.02, 0.45, 0.29, 0.32, 0.46, 0.40, 0.49, 0.26, 0.35, 0.18, 0.27, 0.30], "orbital_gap_ha": 0.2476, "total_charge": -2, "e_above_lowest_ev": 0.0000}

***

4.
{"formula": "C34H39BrFN4O4ReSe2", "method": "ωB97M-V with the def2-TZVPD basis set", "symbols": ["Re", "Br", "Se", "Se", "F", "O", "O", "O", "O", "N", "N", "N", "N", "C", "C", "C", "C", "C", "C", "C", "C", "C", "C", "C", "C", "C", "C", "C", "C", "C", "C", "C", "C", "C", "C", "C", "C", "C", "C", "C", "C", "C", "C", "C", "C", "C", "C", "H", "H", "H", "H", "H", "H", "H", "H", "H", "H", "H", "H", "H", "H", "H", "H", "H", "H", "H", "H", "H", "H", "H", "H", "H", "H", "H", "H", "H", "H", "H", "H", "H", "H", "H", "H", "H", "H", "H"], "xyz": [[-0.871, 0.255, -0.270], [0.776, -6.212, -2.847], [0.193, 2.001, 1.551], [-2.796, -0.114, 2.131], [-0.712, 0.041, -2.808], [-1.185, -1.839, -0.544], [-1.530, 2.249, -0.750], [-2.996, 0.247, -0.562], [-2.680, -2.401, 1.029], [-2.848, 2.356, -0.896], [-2.170, -6.396, 0.026], [-3.589, 1.326, -0.850], [1.035, -0.295, -0.656], [-1.771, -4.085, -0.365], [3.274, 3.225, 0.023], [2.285, -1.460, 1.107], [2.105, -0.334, 0.288], [-0.074, 3.855, 1.006], [0.482, -0.612, -3.002], [3.937, 1.641, -1.792], [-4.625, 6.115, -1.026], [-0.557, -5.742, -1.579], [-2.329, -0.975, 3.810], [2.876, -1.870, -3.452], [2.569, -1.424, -2.185], [-3.434, 3.632, -0.983], [-3.336, 5.957, -1.510], [-2.440, -5.131, 0.274], [1.351, -0.771, -1.906], [-1.946, -2.654, 0.081], [2.168, -3.958, 0.799], [1.380, -2.661, 0.980], [-1.243, -6.713, -0.854], [-2.722, 4.717, -1.478], [3.023, 0.732, 0.339], [-5.321, 5.027, -0.519], [2.956, 1.882, -0.638], [4.197, -0.404, 2.119], [-2.514, 1.774, 2.733], [0.444, -2.736, 2.188], [-1.071, 2.082, 3.074], [-0.828, -4.406, -1.336], [0.782, -1.039, -4.274], [3.324, -1.470, 2.027], [1.991, -1.682, -4.504], [4.059, 0.669, 1.260], [-4.737, 3.776, -0.506], [4.995, -0.417, 2.844], [0.074, -0.857, -5.069], [4.012, 2.532, -2.408], [-0.981, 3.093, 3.486], [-6.319, 5.164, -0.130], [-1.134, 4.090, 0.954], [1.002, -2.776, 3.121], [-2.809, 6.800, -1.922], [1.932, 1.927, -1.037], [-1.717, 4.588, -1.849], [0.420, 4.482, 1.748], [2.856, -3.873, -0.038], [4.335, 3.311, 0.237], [-1.030, -7.766, -0.982], [4.778, 1.469, 1.303], [-0.190, -3.620, 2.127], [2.738, -4.216, 1.688], [3.006, 4.036, -0.648], [0.764, -2.533, 0.088], [-3.144, 1.930, 3.610], [-2.887, 2.423, 1.935], [-5.258, 2.907, -0.135], [-5.100, 7.082, -1.054], [0.391, 3.991, 0.036], [3.824, -2.357, -3.621], [-0.696, 1.374, 3.815], [-0.306, -3.627, -1.874], [-0.195, -1.853, 2.193], [1.479, -4.775, 0.596], [-2.959, -0.583, 4.604], [2.717, 3.335, 0.954], [3.273, -1.553, -1.379], [3.468, -2.331, 2.661], [-1.280, -0.834, 4.056], [-2.531, -2.030, 3.651], [2.243, -2.009, -5.500], [3.615, 0.814, -2.419], [-3.200, -4.928, 1.016], [4.930, 1.411, -1.412]], "atomic_forces_ev_per_a": [[-1.81, -0.56, 1.39], [-0.22, 0.00, 0.19], [-0.10, -0.61, 0.10], [1.05, 1.20, -0.62], [0.17, 0.13, 0.80], [0.74, 2.56, -0.84], [0.54, -0.49, -0.31], [1.01, -0.43, -0.52], [-0.02, -0.20, -0.20], [0.07, -1.85, -0.04], [-0.44, -0.51, 0.42], [-0.44, 1.13, -0.11], [-1.11, 0.75, 0.91], [0.10, 0.08, -0.02], [-0.25, -0.19, 0.00], [-0.37, 0.13, -0.30], [0.96, 0.31, 0.64], [-0.18, -0.06, -0.04], [0.53, -0.27, 0.08], [-0.28, 0.06, -0.05], [-0.03, -0.07, -0.03], [0.05, 0.13, -0.04], [0.34, -0.01, -0.18], [-0.06, -0.01, -0.08], [-0.35, 0.03, 0.08], [-0.63, 1.08, 0.10], [-0.10, -0.03, 0.06], [0.14, 0.62, -0.10], [-0.01, -0.50, -1.18], [-0.79, -1.36, 0.86], [-0.13, 0.14, 0.00], [-0.02, -0.18, 0.01], [0.45, 0.13, -0.44], [0.04, -0.37, -0.02], [-0.20, -0.34, -0.13], [0.00, 0.07, -0.07], [0.05, 0.10, 0.02], [-0.04, -0.06, -0.02], [0.03, -0.50, -0.13], [0.02, 0.01, -0.28], [-0.15, -0.19, -0.07], [-0.02, -0.19, 0.01], [-0.14, 0.08, 0.05], [0.02, 0.16, -0.05], [-0.04, 0.12, 0.13], [-0.11, 0.03, 0.03], [0.21, -0.04, 0.00], [0.14, -0.02, 0.06], [-0.04, -0.02, -0.03], [0.01, 0.12, -0.16], [0.18, -0.13, -0.14], [-0.07, -0.06, -0.02], [0.06, -0.06, -0.05], [0.08, -0.01, 0.10], [0.12, 0.14, -0.04], [0.17, 0.04, -0.04], [0.08, -0.06, -0.01], [0.06, -0.14, 0.01], [0.10, -0.07, -0.10], [0.12, 0.06, 0.08], [0.04, -0.05, -0.11], [0.11, 0.18, 0.03], [-0.09, -0.06, 0.04], [0.09, -0.04, 0.11], [0.01, 0.16, -0.07], [0.16, -0.03, 0.17], [-0.01, 0.00, 0.02], [-0.02, -0.12, 0.00], [-0.09, 0.04, 0.09], [-0.01, 0.15, 0.02], [-0.01, -0.01, -0.05], [0.07, -0.06, -0.03], [0.10, 0.11, -0.08], [0.06, 0.02, 0.02], [-0.09, 0.05, 0.14], [-0.03, -0.11, -0.02], [-0.10, 0.08, -0.11], [0.11, 0.12, 0.07], [0.09, -0.06, 0.06], [-0.04, -0.11, 0.08], [-0.01, -0.05, 0.00], [0.02, -0.04, -0.01], [-0.01, -0.07, -0.10], [0.06, -0.02, -0.09], [-0.01, 0.09, 0.04], [0.09, 0.00, 0.10]], "mulliken_charge": [1.16, -0.15, 0.19, 0.48, -0.27, -0.40, -0.94, -0.32, -0.78, 1.17, -0.60, -0.91, 0.79, 0.15, -1.70, 0.30, -0.24, -1.17, 0.08, -1.48, -0.44, -0.15, -1.14, -0.98, -0.82, 0.22, -0.68, -0.32, 1.81, 0.30, -1.84, 2.33, -0.07, -0.35, 0.66, -0.76, 1.16, -1.42, -0.73, -1.23, -0.87, -0.24, -0.73, -0.20, -0.75, -0.89, -0.12, 0.43, 0.53, 0.49, 0.56, 0.40, 0.48, 0.42, 0.41, 0.01, 0.45, 0.51, 0.34, 0.51, 0.40, 0.38, 0.43, 0.37, 0.41, -1.23, 0.64, 0.14, 0.53, 0.41, 0.24, 0.52, 0.44, 0.56, -0.17, 0.41, 0.41, 0.20, 0.57, 0.45, 0.36, 0.33, 0.45, 0.27, 0.50, 0.33], "orbital_gap_ha": [0.2317, 0.2344], "total_charge": 1, "multiplicity": 2}